This record from the OMol25 dataset describes a molecular structure, C27H40Cl3N2OPdSbSi3 at a distorted geometry. The level of theory is ωB97M-V/def2-TZVPD.

ORCA input file:
```
! RIJCOSX wB97M-V def2-TZVPD def2/J DEFGRID3
* xyz 0 3
Pd -0.63 -0.80 0.24
Cl -1.63 6.04 1.54
C -1.88 4.42 0.97
C -1.60 3.31 1.78
C -1.75 2.00 1.33
Cl -1.50 0.67 2.39
C -1.98 1.78 -0.09
O -1.75 0.65 -0.71
C -2.53 2.86 -0.82
Cl -2.87 2.69 -2.47
C -2.56 4.17 -0.24
H -1.15 3.46 2.75
H -3.03 5.00 -0.77
C -3.84 -1.41 -0.62
N -2.58 -1.91 -0.03
C -2.27 -3.17 0.08
C -0.98 -3.44 0.75
C -0.33 -4.66 1.12
C 0.85 -4.31 1.78
C 0.88 -2.91 1.84
N -0.27 -2.39 1.39
C -5.05 -1.29 0.37
C -6.17 -0.42 0.14
C -7.20 -0.36 1.04
C -7.19 -1.17 2.22
C -6.03 -1.82 2.47
C -5.02 -2.03 1.54
H -4.16 -2.03 -1.47
H -3.60 -0.41 -1.00
H -2.84 -3.95 -0.33
H -0.73 -5.62 0.82
H 1.60 -4.98 2.12
H 1.64 -2.28 2.23
H -6.26 0.09 -0.81
H -8.01 0.37 0.84
H -8.05 -1.24 2.92
H -5.94 -2.23 3.48
H -4.26 -2.73 1.79
C 1.20 -2.77 -2.37
Si 2.40 -1.30 -2.68
C 4.18 -1.94 -2.56
C 2.16 -0.28 -4.23
Sb 1.74 0.03 -0.58
Si 2.03 2.66 -0.93
C 0.83 2.94 -2.37
C 3.79 3.13 -1.56
C 1.70 3.77 0.62
Si 3.48 -0.08 1.40
C 4.74 1.26 1.44
C 4.27 -1.87 1.33
C 2.26 0.27 2.81
H 1.53 -3.64 -2.95
H 0.18 -2.53 -2.75
H 1.12 -3.11 -1.30
H 4.29 -2.68 -1.80
H 4.83 -1.04 -2.35
H 4.44 -2.44 -3.53
H 2.39 -1.00 -5.06
H 2.84 0.56 -4.25
H 1.11 0.03 -4.40
H -0.22 2.64 -2.19
H 1.13 2.54 -3.33
H 0.72 4.03 -2.49
H 3.86 4.28 -1.46
H 3.97 2.81 -2.65
H 4.53 2.73 -0.82
H 1.77 3.22 1.56
H 0.68 4.17 0.61
H 2.42 4.62 0.64
H 5.59 0.97 0.79
H 5.05 1.36 2.52
H 4.33 2.22 1.05
H 5.14 -1.90 0.67
H 3.53 -2.56 0.97
H 4.66 -2.15 2.37
H 2.44 1.24 3.24
H 2.32 -0.49 3.56
H 1.24 0.34 2.47
*
```

relative energy (zero: lowest compared OMol25 entry of this formula, charge and spin)	1.826	eV
HOMO (spin up / spin down)	-6.779 / -7.542	eV
expectation value of S²	2.01
LUMO (spin up / spin down)	0.018 / -0.069	hartree
molar mass	827.43	g mol⁻¹


This record from the OMol25 dataset describes a molecular structure, C27H40ClN6O7RuS2. The level of theory is ωB97M-V/def2-TZVPD.

ORCA input file:
```
! RIJCOSX wB97M-V def2-TZVPD def2/J DEFGRID3
* xyz 0 6
Ru -0.79 -0.64 -0.67
C -0.44 -3.65 1.27
N 0.94 -3.23 1.02
C 1.73 -4.17 0.24
C 1.29 -1.94 1.15
N 0.33 -1.02 1.21
C 0.41 0.09 2.07
C 1.26 0.20 3.16
C 1.21 1.31 4.00
C 0.29 2.32 3.76
C -0.58 2.21 2.69
C -0.56 1.10 1.86
N -1.44 0.96 0.78
C -2.75 1.12 0.98
N -3.53 1.50 -0.05
C -4.87 0.93 -0.23
C -2.94 2.01 -1.27
N -3.33 0.90 2.18
C -4.45 1.68 2.67
C -2.84 -0.15 3.06
N 2.61 -1.62 1.16
C 3.62 -2.46 1.78
C 3.06 -0.34 0.65
H -0.41 -4.67 1.66
H -1.04 -3.65 0.36
H -0.90 -3.00 2.00
H 1.08 -4.62 -0.51
H 2.14 -4.96 0.87
H 2.53 -3.65 -0.27
H 1.97 -0.59 3.37
H 1.89 1.37 4.84
H 0.26 3.19 4.40
H -1.31 2.99 2.49
H -5.09 0.24 0.58
H -4.87 0.35 -1.15
H -5.62 1.71 -0.27
H -2.04 2.57 -1.04
H -3.66 2.67 -1.76
H -2.70 1.19 -1.96
H -4.63 2.52 2.00
H -4.20 2.07 3.66
H -5.36 1.09 2.75
H -2.24 -0.85 2.49
H -3.70 -0.69 3.46
H -2.26 0.25 3.89
H 3.15 -3.28 2.30
H 4.18 -1.86 2.50
H 4.33 -2.85 1.05
H 2.30 0.08 -0.01
H 3.98 -0.49 0.08
H 3.26 0.37 1.46
O -3.15 -3.61 -0.87
S -3.02 -2.25 -1.33
O -4.07 -1.76 -2.18
O -2.81 -1.30 -0.14
O -1.65 -2.07 -2.01
Cl 1.14 7.02 0.50
C 0.87 5.53 -0.37
C 1.09 4.32 0.28
C 0.87 3.14 -0.41
C 0.45 3.17 -1.74
C 0.25 4.39 -2.37
C 0.45 5.58 -1.69
C 0.19 1.89 -2.50
O -0.02 1.93 -3.70
O 0.25 0.80 -1.80
H 1.41 4.31 1.31
H 1.02 2.20 0.08
H -0.08 4.39 -3.40
H 0.29 6.53 -2.17
O 1.09 -1.80 -1.56
S 1.06 -1.62 -3.08
C 2.55 -0.67 -3.42
C 3.70 -1.64 -3.22
C 3.30 -2.89 -4.01
C 1.82 -3.15 -3.70
H 2.52 0.19 -2.76
H 2.47 -0.31 -4.45
H 3.80 -1.87 -2.16
H 4.65 -1.22 -3.57
H 3.92 -3.75 -3.76
H 3.42 -2.70 -5.07
H 1.67 -3.86 -2.88
H 1.25 -3.50 -4.56
*
```

relative energy (zero: lowest compared OMol25 entry of this formula, charge and spin)	0.000	eV
HOMO (spin up / spin down)	-7.967 / -8.049	eV
expectation value of S²	8.76
LUMO (spin up / spin down)	0.008 / -0.035	hartree
molar mass	761.31	g mol⁻¹


This record from the OMol25 dataset describes a molecular structure, C27H40NOSiTe2Tl. The level of theory is ωB97M-V/def2-TZVPD.

ORCA input file:
```
! RIJCOSX wB97M-V def2-TZVPD def2/J DEFGRID3
* xyz -1 2
Tl 0.29 1.87 2.26
C -4.12 1.65 2.95
C -2.61 1.56 2.85
O -1.87 2.11 3.73
N -2.10 0.93 1.84
Te -2.60 1.21 -0.57
C -2.79 1.16 -2.73
C -2.67 -0.02 -3.47
C -2.41 -1.35 -2.82
C -2.79 0.02 -4.86
C -3.04 1.20 -5.54
C -3.16 1.23 -7.04
C -3.19 2.36 -4.79
C -3.08 2.36 -3.40
C -3.27 3.66 -2.68
C -0.76 0.15 -0.65
C 0.31 0.74 -1.33
C 0.24 2.11 -1.96
C 1.51 0.04 -1.45
C 1.68 -1.22 -0.90
C 3.00 -1.94 -0.99
C 0.61 -1.78 -0.23
C -0.61 -1.13 -0.08
C -1.66 -1.84 0.72
H -4.40 1.99 3.95
H -4.60 0.70 2.73
H -4.48 2.38 2.22
H -2.89 -1.43 -1.85
H -1.34 -1.50 -2.66
H -2.77 -2.16 -3.46
H -2.69 -0.90 -5.42
H -3.05 0.23 -7.46
H -2.40 1.87 -7.49
H -4.14 1.62 -7.36
H -3.40 3.30 -5.29
H -3.51 4.45 -3.39
H -2.37 3.95 -2.13
H -4.07 3.61 -1.94
H -0.45 2.76 -1.43
H -0.11 2.04 -3.00
H 1.23 2.57 -1.96
H 2.34 0.51 -1.98
H 3.54 -1.67 -1.89
H 2.85 -3.02 -0.97
H 3.63 -1.68 -0.13
H 0.72 -2.76 0.22
H -1.50 -2.92 0.65
H -2.66 -1.60 0.38
H -1.58 -1.54 1.76
C 1.64 -2.94 6.10
Si 1.81 -2.95 4.23
C 0.80 -4.38 3.54
C 3.62 -3.25 3.81
C 1.25 -1.38 3.54
C 0.88 -0.30 3.08
H 1.92 -3.91 6.53
H 0.61 -2.71 6.39
H 2.28 -2.17 6.54
H 1.01 -5.30 4.10
H 1.05 -4.56 2.49
H -0.27 -4.16 3.60
H 3.93 -4.27 4.04
H 4.27 -2.56 4.36
H 3.79 -3.07 2.74
C 3.86 1.75 0.70
Te 3.95 2.84 2.52
C 6.06 3.14 2.39
H 4.50 0.87 0.77
H 4.16 2.39 -0.13
H 2.83 1.43 0.57
H 6.30 3.65 1.46
H 6.58 2.19 2.44
H 6.37 3.77 3.22
*
```

relative energy (zero: lowest compared OMol25 entry of this formula, charge and spin)	0.481	eV
HOMO (spin up / spin down)	-4.766 / -4.696	eV
expectation value of S²	0.76
LUMO (spin up / spin down)	0.077 / 0.075	hartree
molar mass	882.29	g mol⁻¹


This record from the OMol25 dataset describes a molecular structure, C27H41AuN4O2Si4 at a distorted geometry. The level of theory is ωB97M-V/def2-TZVPD.

ORCA input file:
```
! RIJCOSX wB97M-V def2-TZVPD def2/J DEFGRID3
* xyz 0 1
Au -2.47 -1.00 0.90
N -3.55 0.78 1.87
C -4.87 0.23 2.18
C -5.40 -0.55 0.93
O -6.60 -0.63 0.77
O -4.51 -1.03 0.17
H -3.10 1.21 2.67
H -3.63 1.48 1.13
H -5.60 1.00 2.47
H -4.77 -0.48 3.00
N 5.81 -7.06 1.39
C 4.90 -6.37 1.29
C 3.79 -5.51 1.16
C 2.69 -5.66 2.01
C 1.61 -4.80 1.91
C 1.60 -3.80 0.94
C 2.70 -3.66 0.09
C 3.78 -4.50 0.20
C 0.44 -2.89 0.85
C -0.34 -2.93 -0.31
C -0.12 -3.73 -1.47
C -1.15 -3.46 -2.34
C -1.98 -2.54 -1.71
N -1.49 -2.21 -0.52
C 0.22 -2.06 1.97
C 1.04 -2.00 3.12
C 0.51 -1.02 3.94
C -0.60 -0.52 3.28
N -0.78 -1.13 2.10
H 2.69 -6.45 2.75
H 0.77 -4.91 2.56
H 2.71 -2.88 -0.66
H 4.64 -4.38 -0.45
H 0.69 -4.41 -1.60
H -1.30 -3.88 -3.32
H -2.91 -2.12 -2.06
H 1.90 -2.61 3.31
H 0.88 -0.71 4.90
H -1.28 0.23 3.64
C 1.89 -0.61 -2.33
Si 0.88 0.95 -2.77
C -0.45 0.49 -4.05
C 2.06 2.24 -3.56
Si 0.01 1.96 -0.83
Si 1.50 2.35 0.96
C 2.61 0.84 1.32
C 2.63 3.82 0.49
C 0.60 2.83 2.57
Si -1.65 3.59 -1.25
C -0.84 5.12 -2.06
C -3.00 2.94 -2.43
C -2.52 4.17 0.35
H 2.42 -1.01 -3.19
H 1.23 -1.38 -1.96
H 2.62 -0.39 -1.56
H -0.02 0.00 -4.92
H -0.97 1.38 -4.41
H -1.18 -0.18 -3.62
H 2.55 1.85 -4.45
H 2.84 2.55 -2.87
H 1.51 3.13 -3.85
H 3.36 0.71 0.55
H 2.03 -0.07 1.38
H 3.13 0.95 2.27
H 3.21 3.61 -0.40
H 3.34 4.05 1.29
H 2.05 4.72 0.30
H -0.09 2.05 2.87
H 0.04 3.75 2.45
H 1.30 2.97 3.38
H -0.33 4.85 -2.99
H -0.10 5.57 -1.41
H -1.57 5.88 -2.31
H -2.60 2.70 -3.41
H -3.79 3.68 -2.58
H -3.46 2.04 -2.04
H -1.88 4.05 1.22
H -3.43 3.60 0.53
H -2.81 5.21 0.29
*
```

relative energy (zero: lowest compared OMol25 entry of this formula, charge and spin)	4.597	eV
HOMO	-6.076	eV
LUMO	-0.093	hartree
molar mass	762.96	g mol⁻¹


This record from the OMol25 dataset describes 2 unconnected molecules or ions with the total composition C27H41B2ClF2N2O10PS2 at a distorted geometry. The level of theory is ωB97M-V/def2-TZVPD.

ORCA input file:
```
! RIJCOSX wB97M-V def2-TZVPD def2/J DEFGRID3
* xyz -1 1
C -1.73 -4.80 -4.39
C -1.65 -3.89 -5.52
C -1.26 -2.37 -5.13
C 0.17 -1.83 -5.49
B 1.14 -2.87 -6.29
O 1.73 -4.05 -5.75
O 1.37 -2.55 -7.69
C 0.65 -0.38 -5.10
B 2.15 0.12 -5.51
N 2.27 0.80 -6.87
O 3.26 -0.06 -4.63
C -0.33 0.52 -4.34
C -1.78 -0.01 -4.03
C -2.28 -1.43 -4.39
P -4.05 -2.00 -3.90
O -4.61 -3.18 -5.02
Cl -3.73 -3.05 -2.05
C -2.74 1.05 -3.27
O -3.92 1.19 -3.65
C -2.02 1.89 -2.11
C -2.69 2.18 -0.70
C -4.05 1.40 -0.41
C -3.71 -0.07 0.16
C -3.68 0.07 1.78
C -5.13 0.30 2.44
C -6.36 -0.20 1.55
C -0.69 2.34 -2.41
C 0.22 3.16 -1.36
C 1.69 2.56 -1.18
C 1.93 1.70 0.16
C 1.45 2.40 1.51
C 1.95 1.55 2.81
C 0.87 0.50 3.34
C 1.47 -0.71 4.22
C 0.85 -0.86 5.68
C 1.80 -1.69 6.70
C 0.01 2.01 -3.83
O 0.69 2.83 -4.47
H -2.74 -5.22 -4.03
H -0.77 -5.09 -3.81
H -1.80 -4.22 -6.60
H 2.21 -3.89 -4.92
H 2.34 -2.54 -7.87
H 1.87 0.10 -7.53
H 1.58 1.58 -6.87
H 3.78 0.77 -4.64
H -4.56 -2.77 -5.91
H -1.93 1.83 0.10
H -2.85 3.32 -0.57
H -4.63 2.03 0.37
H -4.76 1.29 -1.29
H -2.65 -0.33 -0.20
H -4.39 -0.89 -0.21
H -3.10 -0.78 2.28
H -3.08 1.04 1.98
H -5.16 -0.11 3.50
H -5.25 1.44 2.55
H -6.70 0.59 0.79
H -6.18 -1.17 0.97
H -7.24 -0.41 2.27
H -0.32 3.36 -0.37
H 0.36 4.20 -1.84
H 2.06 1.92 -2.06
H 2.41 3.45 -1.13
H 1.53 0.63 0.03
H 3.08 1.58 0.25
H 0.31 2.47 1.61
H 1.89 3.45 1.67
H 2.11 2.31 3.66
H 2.97 1.05 2.64
H 0.08 1.01 4.00
H 0.32 0.01 2.45
H 1.23 -1.70 3.66
H 2.61 -0.69 4.33
H 0.65 0.15 6.20
H -0.14 -1.46 5.66
H 2.71 -1.08 7.02
H 1.25 -1.96 7.68
H 2.16 -2.68 6.26
N 5.99 1.23 7.57
S 7.08 0.72 8.59
O 8.47 0.90 8.21
O 6.77 -0.46 9.36
F 6.93 1.85 9.71
S 5.93 0.33 6.28
O 5.18 0.93 5.19
O 5.71 -1.09 6.45
F 7.41 0.39 5.70
*
```

HOMO	-6.820	eV
LUMO	-0.008	hartree
molar mass	743.81	g mol⁻¹


This record from the OMol25 dataset describes a molecular structure, C27H41BrN2P2Pt at a distorted geometry. The level of theory is ωB97M-V/def2-TZVPD.

ORCA input file:
```
! RIJCOSX wB97M-V def2-TZVPD def2/J DEFGRID3
* xyz 2 3
C 4.06 -3.64 0.99
C 3.25 -3.05 0.00
C 2.42 -3.88 -0.78
C 2.40 -5.25 -0.50
N 3.14 -5.79 0.46
C 3.96 -5.02 1.17
C 3.35 -1.69 -0.36
C 4.04 -0.76 -0.82
C 3.94 0.58 -1.15
C 4.06 1.50 -0.08
C 2.96 2.36 0.04
C 1.85 1.99 -0.74
C 2.05 1.62 -2.08
C 3.22 0.90 -2.35
Pt -0.13 1.94 -0.20
P -0.26 0.01 1.10
H 1.81 -3.48 -1.58
H 4.72 -3.04 1.60
H 1.74 -5.90 -1.06
H 4.54 -5.52 1.93
H 3.45 0.42 -3.31
H 4.85 1.38 0.67
H 1.28 1.88 -2.81
H 2.94 3.26 0.67
C -1.57 0.24 2.38
C -2.16 -0.99 3.07
H -2.37 0.85 1.92
H -1.10 0.89 3.13
H -2.95 -0.64 3.75
H -2.63 -1.69 2.36
H -1.43 -1.53 3.69
C -0.54 -1.58 0.22
C -0.37 -2.88 1.01
H 0.16 -1.57 -0.63
H -1.55 -1.54 -0.21
H -0.63 -3.72 0.36
H 0.66 -3.05 1.34
H -1.03 -2.95 1.89
C 1.29 -0.29 2.05
C 1.17 -1.08 3.36
H 1.73 0.70 2.28
H 1.98 -0.78 1.35
H 2.17 -1.19 3.79
H 0.55 -0.56 4.10
H 0.78 -2.09 3.21
Br -0.58 4.35 -0.82
P -2.18 1.49 -1.53
C -3.40 0.27 -0.86
C -4.84 0.42 -1.33
H -3.33 0.36 0.24
H -3.01 -0.73 -1.12
H -5.41 -0.42 -0.93
H -5.30 1.34 -0.97
H -4.93 0.40 -2.43
C -3.22 3.00 -1.71
C -3.66 3.39 -3.10
H -2.60 3.83 -1.32
H -4.06 2.92 -1.00
H -4.03 4.42 -3.04
H -2.84 3.39 -3.83
H -4.47 2.74 -3.46
C -1.54 0.86 -3.12
C -2.53 0.31 -4.14
H -0.81 0.07 -2.86
H -0.96 1.69 -3.55
H -1.97 0.00 -5.03
H -3.07 -0.58 -3.77
H -3.27 1.06 -4.44
C 1.98 3.47 3.51
C 1.11 3.12 2.43
N 0.42 2.75 1.57
H 2.88 3.97 3.11
H 2.32 2.57 4.04
H 1.49 4.15 4.21
*
```

relative energy (zero: lowest compared OMol25 entry of this formula, charge and spin)	0.860	eV
HOMO (spin up / spin down)	-13.772 / -14.386	eV
expectation value of S²	2.06
LUMO (spin up / spin down)	-0.250 / -0.318	hartree
molar mass	730.57	g mol⁻¹


Q: What is the molar mass in the first record?
A: 827.43 g mol⁻¹